{
  "formula": "C40H41BeN2SSb",
  "method": "ωB97M-V with the def2-TZVPD basis set",
  "e_homo_ev": -13.73,
  "e_lumo_ev": -5.92,
  "spin_multiplicity": 1,
  "total_charge": 2,
  "elements": ["Be", "C", "C", "C", "C", "C", "C", "C", "C", "C", "H", "H", "H", "H", "H", "H", "H", "H", "H", "H", "H", "H", "S", "C", "C", "C", "N", "C", "C", "C", "C", "C", "N", "C", "C", "H", "H", "H", "H", "H", "H", "H", "H", "C", "C", "C", "C", "C", "C", "C", "Sb", "C", "C", "C", "C", "C", "C", "C", "C", "C", "C", "C", "C", "C", "C", "H", "H", "H", "H", "H", "H", "H", "H", "H", "H", "H", "H", "H", "H", "H", "H", "H", "H", "H", "H", "H"],
  "xyz": [[1.436, 1.262, 0.078], [3.402, 0.833, 2.862], [3.342, 1.251, 1.421], [4.105, 0.564, 0.463], [4.205, 1.005, -0.848], [5.153, 0.359, -1.810], [3.439, 2.114, -1.233], [2.689, 2.855, -0.315], [2.051, 4.153, -0.722], [2.673, 2.425, 1.036], [4.388, 1.087, 3.254], [3.277, -0.244, 2.974], [2.662, 1.347, 3.473], [4.679, -0.299, 0.780], [6.121, 0.859, -1.735], [4.813, 0.451, -2.841], [5.308, -0.693, -1.575], [3.501, 2.474, -2.254], [1.238, 4.431, -0.052], [1.672, 4.107, -1.744], [2.796, 4.949, -0.681], [2.259, 3.081, 1.791], [-4.035, 3.460, 2.107], [-2.465, 2.878, 1.678], [-2.115, 3.025, 0.323], [-0.914, 2.558, -0.133], [0.005, 1.982, 0.670], [-0.285, 1.928, 1.984], [-1.477, 2.342, 2.516], [-4.624, 2.679, 3.611], [-5.991, 2.432, 3.557], [-6.592, 1.828, 4.653], [-5.917, 1.463, 5.736], [-4.620, 1.725, 5.784], [-3.919, 2.349, 4.756], [-2.808, 3.486, -0.368], [-0.654, 2.641, -1.183], [0.495, 1.553, 2.636], [-1.609, 2.268, 3.580], [-6.565, 2.705, 2.681], [-7.657, 1.624, 4.664], [-4.109, 1.437, 6.696], [-2.878, 2.579, 4.907], [-0.504, -4.264, -0.441], [0.958, -4.022, -0.714], [1.800, -5.133, -0.795], [3.153, -5.012, -1.054], [3.713, -3.757, -1.249], [2.905, -2.640, -1.171], [1.539, -2.766, -0.905], [0.539, -0.870, -0.941], [0.357, -0.439, -3.020], [0.948, 0.764, -3.411], [1.074, 1.097, -4.748], [0.614, 0.209, -5.709], [0.001, -0.973, -5.323], [-0.147, -1.320, -3.982], [-0.861, -2.589, -3.613], [-1.453, -1.021, -0.186], [-2.507, -0.692, -1.033], [-3.817, -0.830, -0.603], [-4.072, -1.297, 0.678], [-3.020, -1.595, 1.531], [-1.697, -1.460, 1.117], [-0.571, -1.821, 2.048], [-0.890, -5.018, -1.127], [-1.103, -3.365, -0.551], [-0.647, -4.656, 0.567], [1.368, -6.117, -0.653], [3.773, -5.897, -1.106], [4.769, -3.654, -1.461], [3.333, -1.656, -1.338], [1.314, 1.449, -2.654], [1.529, 2.034, -5.042], [0.741, 0.439, -6.758], [-0.371, -1.653, -6.079], [-0.943, -3.253, -4.471], [-1.874, -2.365, -3.272], [-0.337, -3.117, -2.819], [-2.306, -0.338, -2.040], [-4.638, -0.585, -1.264], [-5.092, -1.424, 1.014], [-3.223, -1.953, 2.534], [-0.932, -1.936, 3.069], [0.210, -1.053, 2.044], [-0.105, -2.765, 1.756]],
  "forces_ev_per_a": [[-0.7, 0.0, 0.3], [0.0, -0.1, 0.0], [0.1, 0.2, 0.0], [0.0, 0.0, -0.1], [0.0, -0.1, 0.1], [0.0, 0.0, 0.0], [-0.1, 0.1, 0.1], [0.4, 0.1, 0.0], [-0.1, 0.0, 0.0], [0.8, 0.0, -0.1], [0.0, 0.0, 0.0], [0.0, 0.0, 0.0], [0.0, 0.0, 0.0], [-0.1, 0.0, 0.0], [0.0, 0.0, 0.0], [0.0, 0.0, 0.0], [0.0, 0.0, 0.0], [-0.1, -0.1, 0.0], [0.0, 0.0, 0.0], [0.0, 0.0, 0.0], [0.0, 0.0, 0.0], [-0.3, -0.2, 0.0], [-0.1, 0.1, 0.2], [0.2, -0.1, 0.1], [-0.2, 0.1, 0.0], [0.1, -0.1, -0.1], [-0.2, 0.0, 0.0], [0.1, -0.1, -0.1], [-0.1, 0.0, 0.1], [0.1, -0.1, -0.4], [0.0, 0.0, 0.0], [0.1, 0.1, 0.0], [-0.1, -0.1, 0.2], [0.1, 0.1, -0.1], [0.0, 0.0, 0.1], [0.0, -0.1, 0.0], [-0.1, -0.1, 0.0], [-0.1, -0.1, 0.0], [0.0, -0.1, 0.0], [0.0, -0.1, 0.0], [0.0, 0.0, -0.1], [0.0, 0.0, 0.0], [0.0, 0.1, 0.0], [0.1, 0.0, -0.1], [0.0, 0.0, 0.0], [0.0, 0.0, 0.0], [0.0, 0.0, 0.0], [0.1, 0.0, 0.0], [0.0, 0.1, 0.0], [-0.1, 0.4, 0.1], [-0.1, -0.1, -0.2], [0.2, 0.1, 0.3], [-0.1, -0.1, 0.0], [0.0, 0.1, 0.0], [0.0, 0.0, 0.0], [0.0, 0.0, 0.0], [0.0, 0.0, 0.0], [0.0, 0.1, -0.1], [0.2, 0.1, -0.1], [0.1, 0.1, -0.1], [-0.1, 0.0, 0.0], [0.0, 0.1, 0.0], [0.1, 0.0, 0.0], [0.0, 0.0, 0.1], [-0.1, 0.0, 0.0], [0.0, 0.0, 0.0], [-0.1, -0.1, 0.0], [0.0, 0.0, 0.0], [0.0, 0.0, 0.0], [0.0, 0.0, 0.0], [0.0, 0.0, 0.0], [0.0, -0.1, 0.0], [0.1, 0.0, -0.1], [0.0, 0.0, 0.0], [-0.1, 0.0, 0.0], [0.0, 0.0, 0.0], [0.0, 0.0, 0.0], [0.0, -0.1, 0.0], [0.0, -0.1, 0.0], [0.0, 0.0, 0.0], [0.0, 0.0, 0.0], [0.0, 0.0, 0.0], [0.0, 0.0, 0.0], [0.1, 0.0, 0.0], [0.0, 0.0, 0.1], [0.0, 0.0, 0.0]]
}